Below is a structure of composition C5H11N2, with properties calculated with ωB97M-V/def2-TZVPD.

## Properties
**E_LUMO**: -4.7 eV
**Gap between HOMO and LUMO**: 0.3955 hartree
**Charge**: +1
**Max |F|**: 4.3 eV/Å
**HOMO energy**: -0.570 Eh

Element x y z (Å)
C  2.532  -1.400  -0.090
C  -0.024  1.616  0.761
C  -1.246  0.779  -1.272
C  -0.427  -1.871  0.413
C  -0.803  0.448  0.120
N  0.003  -0.739  0.123
N  1.686  -0.659  -0.581
H  2.278  -2.091  0.663
H  3.587  -1.166  -0.429
H  0.451  1.342  1.730
H  0.698  1.956  -0.031
H  -0.781  2.350  1.144
H  -2.342  0.670  -1.295
H  -0.941  0.034  -2.027
H  -0.947  1.707  -1.682
H  0.349  -2.721  0.502
H  -1.383  -2.024  0.776
H  -1.613  -0.004  0.720